(1)
C21H29BiN8O3S3 | the ωB97M-V functional and the def2-TZVPD basis

**ΔE to the lowest compared entry with this formula, charge and spin**: 33.7 kcal/mol
**Kohn-Sham gap**: 7.2 eV
**Lowest unoccupied orbital energy**: -6.251 eV
**E_tot**: -78639.76967 eV
**E_HOMO**: -13.43 eV

Geometry as ORCA input:
```
! RIJCOSX wB97M-V def2-TZVPD def2/J DEFGRID3
* xyz 2 1
Bi -0.051 -0.408 -0.565
C -2.910 -3.091 1.855
C -2.032 -2.456 0.836
N -1.525 -1.275 0.988
N -1.754 -0.509 2.041
C -0.859 0.438 2.224
O 0.204 0.505 1.493
C -1.071 1.398 3.295
C 0.003 2.176 3.735
C -0.184 3.111 4.731
C -1.446 3.296 5.280
C -2.521 2.538 4.834
C -2.341 1.582 3.854
C -1.614 -3.184 -0.348
C -2.224 -4.385 -0.717
C -1.740 -5.087 -1.806
C -0.633 -4.590 -2.484
C -0.097 -3.379 -2.077
N -0.576 -2.692 -1.047
H -3.947 -3.100 1.522
H -2.843 -2.529 2.783
H -2.614 -4.121 2.034
H 0.969 2.032 3.275
H 0.651 3.702 5.071
H -1.592 4.038 6.051
H -3.501 2.700 5.256
H -3.169 0.990 3.492
H -3.074 -4.747 -0.165
H -2.208 -6.010 -2.111
H -0.193 -5.129 -3.307
H 0.751 -2.952 -2.587
C 3.498 2.633 -0.562
C 3.639 1.928 -1.901
S 2.102 1.049 -2.383
C 2.725 -0.642 -2.649
C 3.313 -1.363 -1.451
S 2.203 -1.737 -0.012
C 2.953 -0.873 1.446
C 3.615 0.465 1.233
S 2.449 1.751 0.641
H 2.996 3.590 -0.688
H 4.467 2.821 -0.104
H 4.446 1.200 -1.902
H 3.835 2.661 -2.683
H 3.503 -0.583 -3.411
H 1.869 -1.167 -3.074
H 4.161 -0.823 -1.037
H 3.660 -2.345 -1.775
H 3.666 -1.590 1.855
H 2.109 -0.773 2.127
H 4.452 0.412 0.542
H 3.989 0.795 2.203
N -2.926 1.590 -0.666
N -2.699 2.499 -1.707
C -1.944 2.136 -2.753
N -1.753 2.983 -3.754
N -1.413 0.914 -2.659
N -0.669 0.379 -3.601
O -0.436 0.929 -4.653
O -0.222 -0.731 -3.303
H -3.733 1.004 -0.871
H -3.097 2.095 0.198
H -3.228 3.365 -1.755
H -2.189 3.891 -3.776
H -1.198 2.676 -4.551
*
```

Computed Löwdin charges, given in elementary charges: number 1, Bi, carries 1.810; number 2, C, carries 0.007; number 3, C, carries -0.239; number 4, N, carries -0.126; number 5, N, carries 0.074; number 6, C, carries -0.443; number 7, O, carries -0.362; number 8, C, carries -0.158; number 9, C, carries -0.013; number 10, C, carries -0.054; number 11, C, carries -0.048; number 12, C, carries -0.059; number 13, C, carries -0.022; number 14, C, carries -0.215; number 15, C, carries 0.031; number 16, C, carries 0.005; number 17, C, carries 0.005; number 18, C, carries -0.121; number 19, N, carries -0.081; number 20, H, carries 0.107; number 21, H, carries 0.086; number 22, H, carries 0.099; number 23, H, carries 0.091; number 24, H, carries 0.113; number 25, H, carries 0.115; number 26, H, carries 0.112; number 27, H, carries 0.108; number 28, H, carries 0.123; number 29, H, carries 0.130; number 30, H, carries 0.126; number 31, H, carries 0.102; number 32, C, carries -0.496; number 33, C, carries -0.461; number 34, S, carries 0.802; number 35, C, carries -0.508; number 36, C, carries -0.433; number 37, S, carries 0.854; number 38, C, carries -0.452; number 39, C, carries -0.465; number 40, S, carries 0.860; number 41, H, carries 0.078; number 42, H, carries 0.090; number 43, H, carries 0.078; number 44, H, carries 0.085; number 45, H, carries 0.103; number 46, H, carries 0.036; number 47, H, carries 0.066; number 48, H, carries 0.093; number 49, H, carries 0.097; number 50, H, carries 0.068; number 51, H, carries 0.073; number 52, H, carries 0.096; number 53, N, carries 0.047; number 54, N, carries 0.001; number 55, C, carries -0.383; number 56, N, carries 0.229; number 57, N, carries 0.033; number 58, N, carries -0.486; number 59, O, carries 0.083; number 60, O, carries -0.127; number 61, H, carries 0.109; number 62, H, carries 0.105; number 63, H, carries 0.170; number 64, H, carries 0.136; number 65, H, carries 0.113

(2)
C5H37NO15 | the ωB97M-V functional and the def2-TZVPD basis

**ΔE to the lowest compared entry with this formula, charge and spin**: 68.9 kcal/mol
**Kohn-Sham gap (spin up / spin down)**: 2.1 / 8.9 eV
**Lowest unoccupied orbital energy (spin up / spin down)**: 1.961 / 1.930 eV
**E_tot**: -37986.54293 eV
**E_HOMO (spin up / spin down)**: -0.09 / -7.01 eV

Geometry as ORCA input:
```
! RIJCOSX wB97M-V def2-TZVPD def2/J DEFGRID3
* xyz -1 2
C 1.474 -2.011 1.569
N 1.067 -1.079 0.511
C 0.730 -1.729 -0.782
C 1.950 -2.537 -1.309
C 2.283 -2.250 -2.763
O 1.774 -1.307 -3.313
C -0.606 -2.532 -0.609
O -1.602 -1.602 -1.011
H 0.561 -2.381 2.021
H 1.958 -1.349 2.307
H 2.250 -2.778 1.375
H 1.874 -0.480 0.346
H 0.593 -0.989 -1.566
H 1.989 -3.587 -0.983
H 2.864 -2.110 -0.825
H 2.922 -2.993 -3.285
H -0.726 -2.724 0.462
H -0.673 -3.383 -1.269
H -1.669 -0.936 -0.269
H 0.252 1.847 -1.264
H 0.558 3.212 -0.869
O 1.010 2.373 -0.974
H -3.118 -2.586 -1.046
H -4.469 -1.669 -0.622
O -4.046 -2.500 -0.823
H 3.061 3.710 0.001
H 1.862 3.925 0.799
O 2.783 4.185 0.795
H -1.358 1.743 0.554
H -0.913 3.060 0.742
O -1.250 2.543 -0.010
H 1.721 1.189 3.051
H 1.948 1.825 1.631
O 1.295 1.613 2.305
H -0.012 2.870 -3.298
H -1.094 3.681 -2.605
O -0.635 3.587 -3.448
H 4.088 0.312 -0.636
H 4.718 -1.064 -0.808
O 4.319 -0.497 -0.140
H -3.785 0.515 1.213
H -3.428 0.461 -0.267
O -4.200 0.391 0.339
H -1.876 -2.210 3.590
H -0.709 -1.887 4.603
O -0.924 -2.231 3.737
H 3.807 2.401 -1.888
H 2.551 1.681 -1.912
O 3.510 1.484 -1.952
H -3.523 -0.223 3.802
H -4.334 0.592 2.933
O -3.419 0.323 2.992
H -1.459 -0.355 1.901
H -0.363 -0.270 0.887
O -1.345 -0.002 1.000
H -3.481 0.889 -2.094
H -3.683 2.218 -1.197
O -3.070 1.621 -1.627
*
```

Computed Löwdin charges, given in elementary charges: number 1, C, carries -0.115; number 2, N, carries -0.101; number 3, C, carries -0.281; number 4, C, carries -0.120; number 5, C, carries -0.245; number 6, O, carries 0.041; number 7, C, carries -0.164; number 8, O, carries -0.138; number 9, H, carries 0.035; number 10, H, carries 0.079; number 11, H, carries 0.087; number 12, H, carries 0.086; number 13, H, carries 0.122; number 14, H, carries 0.120; number 15, H, carries 0.093; number 16, H, carries 0.119; number 17, H, carries 0.112; number 18, H, carries 0.123; number 19, H, carries 0.040; number 20, H, carries 0.048; number 21, H, carries 0.032; number 22, O, carries -0.080; number 23, H, carries -0.014; number 24, H, carries -0.006; number 25, O, carries -0.092; number 26, H, carries 0.014; number 27, H, carries 0.002; number 28, O, carries -0.045; number 29, H, carries 0.022; number 30, H, carries 0.059; number 31, O, carries -0.113; number 32, H, carries 0.030; number 33, H, carries 0.005; number 34, O, carries -0.076; number 35, H, carries 0.016; number 36, H, carries 0.018; number 37, O, carries -0.059; number 38, H, carries -0.001; number 39, H, carries 0.035; number 40, O, carries -0.077; number 41, H, carries -0.017; number 42, H, carries -0.011; number 43, O, carries -0.119; number 44, H, carries -0.020; number 45, H, carries -0.014; number 46, O, carries -0.192; number 47, H, carries 0.048; number 48, H, carries 0.020; number 49, O, carries -0.067; number 50, H, carries -0.010; number 51, H, carries 0.010; number 52, O, carries -0.232; number 53, H, carries 0.042; number 54, H, carries 0.043; number 55, O, carries -0.134; number 56, H, carries 0.057; number 57, H, carries 0.051; number 58, O, carries -0.066

(3)
C15H51BNO6 | the ωB97M-V functional and the def2-TZVPD basis

**Kohn-Sham gap**: 5.8 eV
**Lowest unoccupied orbital energy**: -4.252 eV
**E_tot**: -30819.11846 eV
**E_HOMO**: -10.09 eV

Geometry as ORCA input:
```
! RIJCOSX wB97M-V def2-TZVPD def2/J DEFGRID3
* xyz 1 1
O 2.082 -4.584 2.854
H 1.394 -4.498 3.517
H 1.982 -3.886 2.203
H 2.954 -4.609 3.255
N 6.436 1.508 -1.260
H 5.569 1.055 -1.009
H 6.364 2.513 -1.326
H 6.701 1.138 -2.162
H 7.105 1.205 -0.566
B 2.186 -0.863 -0.425
H 1.256 -1.409 -0.467
H 2.043 0.003 -1.051
H 2.420 -0.515 0.569
H 2.970 -1.483 -0.831
C -0.639 -1.954 7.725
C -1.919 -2.801 7.547
C -3.154 -1.928 7.181
O -1.708 -3.792 6.645
H 0.185 -2.623 7.971
H -0.764 -1.195 8.498
H -0.316 -1.463 6.807
H -2.175 -3.221 8.520
H -4.106 -2.456 7.125
H -2.985 -1.366 6.262
H -3.256 -1.239 8.019
H -2.445 -4.403 6.724
C -4.367 4.052 -2.382
C -2.928 3.527 -2.466
C -1.935 4.657 -2.088
O -2.768 2.445 -1.504
H -4.437 4.742 -3.223
H -4.614 4.573 -1.457
H -5.042 3.217 -2.570
H -2.830 3.190 -3.498
H -2.192 5.063 -1.109
H -1.900 5.474 -2.809
H -0.936 4.227 -2.013
H -1.857 2.142 -1.529
C 0.895 -2.573 -7.545
C 0.703 -3.926 -6.843
C 0.749 -5.052 -7.806
O 1.670 -4.078 -5.855
H 0.049 -2.369 -8.201
H 1.819 -2.558 -8.124
H 0.927 -1.798 -6.780
H -0.242 -3.973 -6.301
H 0.305 -5.985 -7.459
H 1.774 -5.254 -8.118
H 0.211 -4.791 -8.717
H 1.657 -3.338 -5.244
C 5.270 6.401 1.575
C 5.958 7.414 0.685
C 7.164 8.049 1.323
O 6.346 6.777 -0.505
H 4.316 6.128 1.124
H 5.073 6.806 2.568
H 5.811 5.490 1.831
H 5.248 8.215 0.483
H 7.666 8.748 0.654
H 7.829 7.233 1.604
H 6.795 8.643 2.159
H 6.783 7.470 -1.007
C -7.366 -4.319 1.667
C -6.166 -3.631 1.035
C -5.859 -4.058 -0.382
O -6.505 -2.285 0.823
H -8.251 -4.229 1.038
H -7.519 -3.985 2.694
H -7.198 -5.387 1.809
H -5.295 -3.762 1.677
H -5.095 -3.459 -0.877
H -6.789 -4.071 -0.950
H -5.435 -5.058 -0.297
H -5.668 -1.877 0.589
*
```

Computed Löwdin charges, given in elementary charges: number 1, O, carries 0.404; number 2, H, carries 0.193; number 3, H, carries 0.195; number 4, H, carries 0.193; number 5, N, carries 0.358; number 6, H, carries 0.158; number 7, H, carries 0.160; number 8, H, carries 0.158; number 9, H, carries 0.157; number 10, B, carries -0.475; number 11, H, carries -0.118; number 12, H, carries -0.120; number 13, H, carries -0.132; number 14, H, carries -0.133; number 15, C, carries -0.050; number 16, C, carries -0.543; number 17, C, carries -0.050; number 18, O, carries -0.040; number 19, H, carries 0.070; number 20, H, carries 0.081; number 21, H, carries 0.073; number 22, H, carries 0.130; number 23, H, carries 0.074; number 24, H, carries 0.079; number 25, H, carries 0.075; number 26, H, carries 0.100; number 27, C, carries -0.067; number 28, C, carries -0.462; number 29, C, carries -0.064; number 30, O, carries -0.065; number 31, H, carries 0.078; number 32, H, carries 0.080; number 33, H, carries 0.078; number 34, H, carries 0.126; number 35, H, carries 0.078; number 36, H, carries 0.074; number 37, H, carries 0.067; number 38, H, carries 0.076; number 39, C, carries -0.052; number 40, C, carries -0.543; number 41, C, carries -0.066; number 42, O, carries -0.046; number 43, H, carries 0.078; number 44, H, carries 0.083; number 45, H, carries 0.072; number 46, H, carries 0.134; number 47, H, carries 0.081; number 48, H, carries 0.088; number 49, H, carries 0.082; number 50, H, carries 0.088; number 51, C, carries -0.061; number 52, C, carries -0.539; number 53, C, carries -0.061; number 54, O, carries -0.053; number 55, H, carries 0.080; number 56, H, carries 0.082; number 57, H, carries 0.074; number 58, H, carries 0.136; number 59, H, carries 0.081; number 60, H, carries 0.088; number 61, H, carries 0.087; number 62, H, carries 0.086; number 63, C, carries -0.052; number 64, C, carries -0.523; number 65, C, carries -0.070; number 66, O, carries -0.055; number 67, H, carries 0.086; number 68, H, carries 0.078; number 69, H, carries 0.076; number 70, H, carries 0.129; number 71, H, carries 0.080; number 72, H, carries 0.089; number 73, H, carries 0.075; number 74, H, carries 0.087